[1]
Computed, not measured: a structure of composition C32H42FN2O5PRuSSi, with wB97M-V/def2-TZVPD.

The geometry in ORCA input format:
```
! wB97M-V def2-TZVPD RIJCOSX def2/J DEFGRID3
* xyz 0 5
Ru 0.100 -1.186 0.054
C 1.181 -3.997 2.140
Si 2.261 -2.478 2.210
C 3.845 -2.859 1.289
C 2.608 -2.082 4.004
N 1.430 -1.081 1.493
C 1.651 0.183 2.077
C 2.922 0.708 2.312
C 3.091 1.935 2.937
C 1.990 2.673 3.343
C 0.711 2.183 3.114
C 0.569 0.965 2.491
F -0.668 0.479 2.283
H 1.741 -4.823 2.588
H 0.921 -4.284 1.120
H 0.265 -3.857 2.714
H 4.331 -3.722 1.751
H 4.561 -2.036 1.301
H 3.637 -3.109 0.247
H 2.825 -3.009 4.538
H 1.737 -1.621 4.475
H 3.455 -1.410 4.141
H 3.789 0.136 2.006
H 4.090 2.314 3.105
H 2.121 3.630 3.831
H -0.176 2.728 3.406
O -1.215 -2.199 1.333
N -1.915 -3.237 0.889
C -2.924 -3.659 1.683
C -3.681 -4.741 1.339
C -3.389 -5.410 0.146
C -2.362 -4.965 -0.644
C -1.597 -3.846 -0.278
S -0.308 -3.241 -1.239
H -3.053 -3.063 2.573
H -4.484 -5.055 1.987
H -3.971 -6.270 -0.154
H -2.112 -5.451 -1.575
C -3.911 2.281 2.056
C -3.724 2.027 0.569
C -4.298 0.669 0.181
C -4.340 3.145 -0.260
O -2.284 2.044 0.389
P -1.534 1.448 -0.888
O -2.140 1.840 -2.171
O -1.419 -0.084 -0.661
O -0.054 1.957 -0.616
C 0.522 3.195 -1.131
C 1.858 3.292 -0.415
C -0.376 4.374 -0.781
C 0.728 3.064 -2.632
H -4.972 2.311 2.305
H -3.460 3.234 2.332
H -3.432 1.489 2.634
H -5.365 0.649 0.408
H -3.800 -0.125 0.740
H -4.167 0.483 -0.885
H -5.417 3.188 -0.085
H -4.153 2.977 -1.319
H -3.904 4.104 0.027
H 1.711 3.386 0.661
H 2.409 4.162 -0.774
H 2.449 2.395 -0.610
H -0.567 4.395 0.292
H -1.326 4.304 -1.310
H 0.116 5.305 -1.068
H 1.410 2.240 -2.844
H 1.167 3.985 -3.020
H -0.220 2.879 -3.135
C 0.503 -0.235 -5.574
C -0.512 -0.539 -4.650
C -0.226 -0.712 -3.324
C 1.094 -0.583 -2.824
C 1.450 -0.717 -1.430
C 2.769 -0.514 -1.081
C 3.765 -0.181 -2.020
C 3.446 -0.070 -3.338
C 2.111 -0.264 -3.766
C 1.788 -0.103 -5.134
H 0.264 -0.098 -6.621
H -1.538 -0.619 -4.983
H -1.035 -0.916 -2.644
H 3.072 -0.602 -0.051
H 4.781 -0.025 -1.679
H 4.199 0.177 -4.077
H 2.586 0.144 -5.823
*
```

The LUMO energy (alpha / beta) comes out at 0.047 / -1.386 eV. For the frontier orbital gap (alpha / beta), the calculation gives 7.82 / 6.57 eV. As for the energy above the lowest of the compared OMol25 structures with the same formula, charge and spin: 0.0000 eV. Its expectation value of S² is 6.040.

Atom-resolved charges from Mulliken, all expressed in e:
1 Ru 0.255
2 C -0.964
3 Si 0.017
4 C -1.063
5 C -1.164
6 N 0.165
7 C 0.574
8 C 0.071
9 C -0.936
10 C -0.727
11 C -0.579
12 C 0.128
13 F -0.370
14 H 0.475
15 H 0.222
16 H 0.183
17 H 0.470
18 H 0.326
19 H 0.269
20 H 0.428
21 H 0.348
22 H 0.326
23 H 0.309
24 H 0.404
25 H 0.388
26 H 0.479
27 O -0.482
28 N 0.547
29 C -0.318
30 C -0.751
31 C -0.228
32 C -0.963
33 C 0.712
34 S -0.424
35 H 0.500
36 H 0.426
37 H 0.388
38 H 0.467
39 C -1.708
40 C 1.701
41 C -1.520
42 C -1.656
43 O 0.198
44 P -0.793
45 O -0.824
46 O -0.385
47 O 0.599
48 C 1.554
49 C -1.470
50 C -1.766
51 C -1.413
52 H 0.419
53 H 0.340
54 H 0.294
55 H 0.544
56 H 0.169
57 H 0.343
58 H 0.489
59 H 0.288
60 H 0.314
61 H 0.224
62 H 0.490
63 H 0.226
64 H 0.271
65 H 0.314
66 H 0.513
67 H 0.184
68 H 0.503
69 H 0.351
70 C -0.655
71 C -1.101
72 C -0.484
73 C 2.233
74 C 0.036
75 C 0.287
76 C -1.360
77 C -0.945
78 C 1.215
79 C -0.872
80 H 0.403
81 H 0.428
82 H 0.328
83 H 0.554
84 H 0.480
85 H 0.361
86 H 0.390


[2]
Computed, not measured: a cluster of 12 separate species, C60H64N8O20 in total at a distorted geometry, with wB97M-V/def2-TZVPD.

The geometry in ORCA input format:
```
! wB97M-V def2-TZVPD RIJCOSX def2/J DEFGRID3
* xyz 0 1
O -5.537 0.259 3.173
N -5.212 -0.616 3.966
O -5.707 -0.747 5.066
C -4.141 -1.543 3.624
C -3.896 -2.603 4.471
C -2.838 -3.458 4.214
C -2.105 -3.333 3.038
C -2.355 -2.265 2.214
C -3.380 -1.384 2.480
H -4.501 -2.819 5.341
H -2.640 -4.232 4.942
H -1.278 -4.007 2.856
H -1.839 -2.101 1.276
H -3.626 -0.595 1.780
O -3.913 7.092 -3.105
N -4.230 6.265 -3.936
O -5.140 6.399 -4.727
C -3.438 5.029 -3.991
C -3.715 4.115 -4.981
C -2.962 2.953 -5.033
C -1.850 2.797 -4.219
C -1.496 3.810 -3.344
C -2.312 4.918 -3.183
H -4.506 4.342 -5.680
H -3.169 2.217 -5.797
H -1.247 1.902 -4.303
H -0.589 3.789 -2.753
H -1.932 5.785 -2.662
O -5.321 -0.305 -4.114
N -5.925 0.306 -3.248
O -6.467 1.370 -3.411
C -5.988 -0.285 -1.915
C -5.317 -1.481 -1.700
C -5.485 -2.085 -0.471
C -6.219 -1.446 0.524
C -6.886 -0.251 0.293
C -6.774 0.305 -0.966
H -4.675 -1.941 -2.436
H -5.151 -3.100 -0.294
H -6.350 -1.979 1.460
H -7.494 0.169 1.080
H -7.236 1.259 -1.178
O 5.940 -3.208 -1.247
N 6.853 -3.253 -0.429
O 7.959 -3.673 -0.666
C 6.578 -2.759 0.936
C 7.554 -2.935 1.899
C 7.200 -2.767 3.215
C 5.883 -2.495 3.576
C 4.932 -2.289 2.599
C 5.276 -2.468 1.268
H 8.558 -3.213 1.614
H 7.923 -2.874 4.014
H 5.643 -2.396 4.624
H 3.888 -2.047 2.752
H 4.501 -2.364 0.523
O 1.163 -1.078 1.645
N 1.417 -0.617 0.546
O 2.522 -0.451 0.069
C 0.289 -0.367 -0.343
C 0.419 -0.777 -1.649
C -0.602 -0.668 -2.578
C -1.799 -0.129 -2.155
C -1.932 0.263 -0.818
C -0.895 0.203 0.087
H 1.337 -1.251 -1.983
H -0.373 -1.036 -3.568
H -2.645 0.096 -2.789
H -2.911 0.622 -0.529
H -1.089 0.500 1.110
O 3.462 3.791 6.426
N 3.668 2.703 6.879
O 4.359 2.475 7.863
C 3.056 1.541 6.213
C 2.378 1.756 5.025
C 1.745 0.713 4.386
C 1.764 -0.540 5.001
C 2.546 -0.766 6.127
C 3.186 0.281 6.757
H 2.204 2.758 4.654
H 1.168 0.834 3.482
H 1.161 -1.332 4.569
H 2.576 -1.763 6.551
H 3.759 0.117 7.657
O -5.053 3.050 0.664
N -4.129 2.869 1.429
O -3.096 2.290 1.138
C -4.263 3.347 2.802
C -5.501 3.764 3.236
C -5.607 4.272 4.511
C -4.515 4.233 5.379
C -3.299 3.712 4.962
C -3.175 3.287 3.641
H -6.387 3.667 2.626
H -6.546 4.500 4.998
H -4.638 4.594 6.393
H -2.440 3.552 5.599
H -2.224 2.904 3.297
O 8.196 3.972 0.429
N 8.360 3.225 -0.499
O 9.335 3.232 -1.229
C 7.352 2.185 -0.754
C 6.214 2.189 0.028
C 5.275 1.190 -0.134
C 5.463 0.225 -1.103
C 6.587 0.266 -1.924
C 7.530 1.261 -1.758
H 6.100 2.915 0.820
H 4.328 1.233 0.388
H 4.725 -0.540 -1.304
H 6.759 -0.507 -2.662
H 8.430 1.296 -2.357
C 2.794 4.163 0.214
C 1.672 3.331 0.767
C 0.293 3.503 0.171
O 1.756 2.735 1.816
H 3.355 3.592 -0.537
H 3.585 4.169 0.977
H 2.451 5.167 0.003
H -0.336 2.806 0.716
H 0.245 3.290 -0.898
H -0.033 4.534 0.317
C -2.385 -5.758 -4.618
C -2.615 -4.514 -5.464
C -1.857 -3.260 -5.128
O -3.506 -4.495 -6.282
H -1.943 -5.495 -3.658
H -1.786 -6.453 -5.209
H -3.345 -6.224 -4.408
H -2.421 -2.337 -5.222
H -0.901 -3.205 -5.656
H -1.544 -3.304 -4.075
C 0.503 -4.046 -0.543
C -0.584 -5.023 -0.897
C -0.185 -6.479 -1.053
O -1.708 -4.660 -1.117
H 0.009 -3.157 -0.143
H 1.064 -3.704 -1.414
H 1.201 -4.427 0.203
H 0.551 -6.528 -1.862
H -1.064 -7.032 -1.373
H 0.264 -6.869 -0.143
C 2.078 0.702 -4.890
C 2.153 -0.753 -5.303
C 3.540 -1.323 -5.522
O 1.170 -1.457 -5.289
H 1.083 1.104 -5.025
H 2.884 1.259 -5.371
H 2.382 0.694 -3.835
H 4.096 -1.014 -4.627
H 4.056 -0.949 -6.400
H 3.467 -2.407 -5.506
*
```

The SMILES is O=[N+]([O-])c1ccccc1.O=[N+]([O-])c1ccccc1.O=[N+]([O-])c1ccccc1.O=[N+]([O-])c1ccccc1.O=[N+]([O-])c1ccccc1.O=[N+]([O-])c1ccccc1.O=[N+]([O-])c1ccccc1.O=[N+]([O-])c1ccccc1.CC(C)=O.CC(C)=O.CC(C)=O.CC(C)=O. The LUMO energy comes out at -0.984 eV. For the frontier orbital gap, the calculation gives 8.46 eV. As for the energy above the lowest of the compared OMol25 structures with the same formula, charge and spin: 0.0000 eV.

Results of the Mulliken charge analysis, in e, for atoms 1 through 99:
1 O -0.526
2 N 1.066
3 O -0.635
4 C -0.554
5 C -0.660
6 C -0.680
7 C -0.605
8 C -0.595
9 C 0.408
10 H 0.501
11 H 0.418
12 H 0.455
13 H 0.479
14 H 0.831
15 O -0.609
16 N 1.012
17 O -0.604
18 C -0.158
19 C -0.415
20 C -0.715
21 C -0.405
22 C -0.281
23 C -0.411
24 H 0.502
25 H 0.450
26 H 0.663
27 H 0.426
28 H 0.496
29 O -0.628
30 N 1.196
31 O -0.646
32 C -0.002
33 C -0.296
34 C -0.692
35 C -0.515
36 C -0.687
37 C -0.259
38 H 0.649
39 H 0.464
40 H 0.542
41 H 0.423
42 H 0.473
43 O -0.607
44 N 1.181
45 O -0.650
46 C 0.158
47 C -0.601
48 C -0.390
49 C -0.555
50 C -0.436
51 C -0.173
52 H 0.483
53 H 0.376
54 H 0.448
55 H 0.371
56 H 0.417
57 O -0.476
58 N 1.220
59 O -0.492
60 C -0.116
61 C -0.546
62 C -0.699
63 C -1.872
64 C -1.039
65 C -0.292
66 H 0.985
67 H 0.764
68 H 1.043
69 H 0.429
70 H 1.244
71 O -0.610
72 N 1.067
73 O -0.632
74 C -0.048
75 C -0.489
76 C -0.065
77 C -0.607
78 C -0.419
79 C -0.520
80 H 0.502
81 H 0.410
82 H 0.482
83 H 0.433
84 H 0.489
85 O -0.646
86 N 1.106
87 O -0.456
88 C -0.084
89 C -0.233
90 C -0.612
91 C -0.345
92 C -0.737
93 C -0.309
94 H 0.472
95 H 0.343
96 H 0.391
97 H 0.458
98 H 0.563
99 O -0.607


[3]
Computed, not measured: the ion C2H6IN3 with charge +2 at a distorted geometry, with wB97M-V/def2-TZVPD.

The geometry in ORCA input format:
```
! wB97M-V def2-TZVPD RIJCOSX def2/J DEFGRID3
* xyz 2 1
C 1.848 -0.612 -0.416
C -2.220 1.090 0.058
N 3.060 -0.545 0.027
N -3.468 1.171 -0.075
N 0.824 -0.685 0.443
I -1.182 -0.934 -0.056
H 1.470 -0.592 -1.468
H 3.842 -0.880 -0.546
H 3.143 -0.270 1.001
H -3.840 2.065 -0.302
H -4.269 0.523 -0.037
H 0.791 -0.330 1.372
*
```

The LUMO energy comes out at -10.282 eV. For the frontier orbital gap, the calculation gives 7.62 eV. As for the energy above the lowest of the compared OMol25 structures with the same formula, charge and spin: 4.4137 eV.

Atom-resolved charges from Mulliken, all expressed in e:
1 C 0.379
2 C 0.053
3 N -0.233
4 N -0.111
5 N -0.512
6 I 0.596
7 H 0.299
8 H 0.295
9 H 0.270
10 H 0.335
11 H 0.260
12 H 0.369